Entry 1:
126
Properties=species:S:1:pos:R:3:forces:R:3 method="wB97M-V/def2-TZVPD" e_lumo_ev=0.367 homo_lumo_gap_ev=8.42 e_tot_ha=-2599.78821 smiles="COCCNCCOC.COCCNCCOC.COCCNCCOC.COCCNCCOC.NC(N)=O.NC(N)=O.NC(N)=O.O.O"
C -3.600832 5.271962 -9.614927 -0.84 0.91 0.35
O -2.723782 5.324312 -8.509627 1.93 -0.52 -0.92
C -1.352402 5.296862 -9.005097 1.10 1.07 1.36
C -0.285892 5.852042 -7.963297 -0.59 -0.88 0.61
N -0.004242 4.911822 -6.896077 -0.19 -0.78 0.77
C -1.160952 4.300662 -6.246587 0.01 -1.16 -0.07
C -0.849092 3.635142 -4.865607 0.06 1.48 -0.57
O -0.797752 4.686992 -3.875167 -0.64 -0.31 -0.63
C -0.909312 4.399212 -2.483087 -0.34 -0.21 -0.78
H -3.350352 4.632682 -10.461507 0.52 -0.30 0.24
H -3.684392 6.296162 -9.978447 -0.20 0.09 -0.43
H -4.580962 4.970272 -9.245537 0.03 -0.04 0.04
H -1.165782 5.988762 -9.826397 -0.75 0.06 -0.44
H -1.087112 4.296852 -9.348197 -0.03 -0.16 0.14
H -0.624222 6.814922 -7.580557 -0.52 0.25 -0.04
H 0.693958 6.056062 -8.394987 -0.24 -0.07 -0.78
H 0.678168 5.156512 -6.192847 0.02 0.70 -0.34
H -1.463752 3.527512 -6.952747 -0.17 -0.61 0.25
H -2.061552 4.914662 -6.242497 0.15 0.52 0.66
H 0.136888 3.172572 -4.910097 0.20 -0.14 -0.12
H -1.563632 2.835842 -4.669017 -0.30 0.22 0.31
H -1.834962 4.776102 -2.048087 -0.08 0.78 -0.21
H -0.041842 4.903062 -2.056787 -0.11 -0.60 0.64
H -1.065572 3.340462 -2.276357 0.98 -0.29 -0.02
C 1.768218 -5.846028 -1.001237 0.28 0.16 0.64
O 1.936048 -4.485518 -1.290567 -0.09 0.81 1.21
C 2.050408 -3.652228 -0.119997 -0.52 0.33 -0.97
C 2.517138 -2.294298 -0.566487 0.84 0.28 0.73
N 3.629928 -2.291148 -1.464027 0.79 -0.81 -0.20
C 4.057788 -0.983448 -1.881237 1.62 -0.19 -0.96
C 4.882908 -1.037158 -3.225127 -1.31 -0.21 1.94
O 3.933278 -1.424098 -4.176107 -0.13 0.01 -0.60
C 4.451788 -1.775568 -5.428097 0.03 0.83 -0.71
H 2.211818 -6.383608 -1.839277 -0.71 -0.32 -0.03
H 0.741738 -6.050538 -0.696907 -0.32 -0.36 -0.76
H 2.322688 -6.138228 -0.109447 0.54 0.06 0.15
H 2.613128 -4.122498 0.686413 0.91 -0.21 -0.45
H 1.159558 -3.341928 0.426083 -1.11 -0.80 -0.48
H 2.847678 -1.899238 0.394123 -0.18 0.92 0.06
H 1.738268 -1.688878 -1.030087 -0.66 -0.08 0.54
H 3.346588 -2.898378 -2.219737 0.30 0.23 -0.51
H 4.740248 -0.551988 -1.148987 0.07 -0.04 0.38
H 3.257178 -0.250718 -1.982297 -0.45 0.04 -0.28
H 5.686678 -1.770658 -3.161687 0.08 -0.24 0.12
H 5.349628 -0.062078 -3.364727 -0.14 0.31 -0.51
H 5.407228 -2.295568 -5.358597 -0.21 -0.64 0.05
H 4.672308 -0.906098 -6.047357 0.22 0.63 0.12
H 3.675418 -2.251418 -6.027197 0.15 -0.69 0.43
C 5.376558 -6.098778 8.484813 1.55 0.28 -1.37
O 5.337088 -4.984958 7.538673 -2.71 -0.79 2.66
C 6.337228 -4.856088 6.604533 0.53 -1.84 0.32
C 6.114918 -3.604358 5.840043 -0.81 -0.16 -0.69
N 5.413188 -3.845858 4.542463 1.02 -0.39 1.10
C 5.559788 -2.718758 3.689173 0.66 0.34 -0.99
C 4.261988 -2.465658 2.971933 -0.19 -0.04 -0.32
O 3.202218 -2.563218 3.906283 2.92 2.21 1.41
C 1.946038 -2.748678 3.446683 -0.82 -1.96 -0.92
H 6.231718 -5.998618 9.153223 0.22 0.33 0.13
H 5.586328 -7.012228 7.928313 -0.26 -0.25 -0.13
H 4.515138 -6.270568 9.130203 -0.40 0.77 -0.64
H 6.319588 -5.694888 5.908683 -0.02 -0.26 -0.31
H 7.288078 -4.957068 7.127783 0.54 0.57 -0.04
H 7.119308 -3.195858 5.728533 -0.30 0.54 -0.68
H 5.453698 -2.953508 6.412123 0.50 0.36 0.44
H 4.411128 -3.913658 4.649173 0.01 -0.36 0.97
H 6.304088 -2.997228 2.943143 0.18 0.45 -0.38
H 5.932998 -1.814278 4.169513 -0.15 0.16 0.39
H 4.195318 -3.231828 2.199513 -0.51 -0.24 -0.18
H 4.296038 -1.497588 2.472143 -0.24 0.18 -0.04
H 1.627668 -2.138118 2.601723 -0.07 0.44 0.13
H 1.272608 -2.723438 4.303393 -0.12 0.22 -0.26
H 2.071738 -3.774928 3.101553 -1.51 -0.55 -0.61
C -8.802302 1.460342 6.466313 -0.15 1.22 -0.05
O -7.822372 0.735082 5.762303 -0.05 -0.04 -0.46
C -7.910822 0.987352 4.330933 -0.06 -0.33 1.68
C -6.673042 0.563342 3.594413 0.29 0.03 -0.33
N -5.393782 1.044112 4.118733 0.22 -0.75 -0.63
C -4.281162 0.220852 3.535423 0.75 0.22 0.57
C -4.183482 0.097662 2.013103 0.44 -0.69 1.39
O -3.570622 1.254092 1.492053 -0.63 0.75 -0.99
C -4.220952 1.781492 0.349493 -0.87 0.32 -0.06
H -8.768302 2.506322 6.161603 0.46 0.46 0.13
H -8.660172 1.436732 7.546753 0.34 -0.38 -0.16
H -9.858502 1.275152 6.270733 -0.10 -1.12 -0.29
H -8.103332 2.052542 4.202863 -0.11 0.08 -0.19
H -8.738872 0.361132 3.998833 -0.23 0.35 -0.50
H -6.806152 0.972382 2.592883 -0.02 -0.12 -0.21
H -6.640182 -0.522328 3.503163 -0.23 -0.36 -0.02
H -5.413422 0.756062 5.086593 0.09 0.37 0.41
H -4.229122 -0.771018 3.984413 -0.69 -0.57 -0.21
H -3.333822 0.608312 3.910303 0.08 0.58 -0.19
H -5.174802 -0.222778 1.692603 -0.13 0.82 -0.89
H -3.524372 -0.719718 1.720573 0.04 -0.33 0.41
H -5.192082 2.175232 0.649443 -0.25 0.13 0.08
H -4.434302 1.060562 -0.439707 0.40 -0.37 0.05
H -3.686742 2.618992 -0.099197 0.47 -0.18 0.30
N 0.959528 1.149002 -2.915687 0.56 1.97 2.47
C 0.010108 0.627872 -3.699317 -0.04 -1.46 1.61
N 0.549748 0.301382 -4.844167 0.92 -0.74 -4.36
O -1.098112 0.265902 -3.331157 -0.49 0.45 0.16
H 0.708058 1.470832 -1.991957 -0.04 0.02 -0.14
H 1.919448 1.320712 -3.178707 -0.43 -0.33 -0.25
H 0.180778 -0.432578 -5.431757 -0.33 0.43 0.22
H 1.253738 0.894912 -5.259157 -0.03 -0.37 0.15
N -1.003412 0.445592 -0.449747 -1.92 5.77 -6.95
C -0.740762 -0.460048 0.329053 1.56 -1.67 5.72
N -0.591472 0.008382 1.586203 0.63 -0.03 2.93
O -0.588712 -1.603598 0.023283 0.20 -4.15 -0.61
H -1.083682 0.167092 -1.417267 -0.17 0.32 -0.43
H -0.967632 1.429632 -0.225077 -0.22 -0.03 0.20
H -0.506502 0.993592 1.791723 -0.24 -0.32 -0.27
H -0.513622 -0.592998 2.393903 0.01 -0.12 -0.35
N 0.363218 4.077902 2.281803 3.31 2.29 0.16
C -0.597292 3.468602 1.664513 -2.07 -2.04 1.24
N -1.589532 3.128102 2.523973 -0.35 0.11 -0.71
O -0.480332 3.076492 0.519853 -0.31 -0.13 -1.45
H 0.297238 4.484992 3.203763 0.27 -0.03 -0.48
H 1.049748 4.316282 1.580403 0.61 0.59 0.85
H -1.628672 3.689602 3.362593 -0.76 -0.58 -0.15
H -2.330892 2.582532 2.108233 -0.67 -0.02 0.66
O -2.303932 -3.747598 -0.246117 -0.58 -0.72 0.10
H -2.690112 -3.626208 -1.113507 -0.04 0.00 -0.17
H -1.679432 -3.027488 -0.158547 0.59 0.68 0.09
O -1.123662 -1.434308 4.388763 0.13 0.17 -0.10
H -1.119152 -2.391198 4.364763 0.00 -0.31 -0.10
H -1.704672 -1.215258 5.117233 -0.15 0.13 0.18



Entry 2:
116
Properties=species:S:1:pos:R:3:forces:R:3 method="wB97M-V/def2-TZVPD" e_lumo_ev=-0.065 homo_lumo_gap_ev=8.46 e_tot_ha=-2010.96024 smiles="NC(N)=O.CC(C)O.CC(C)O.CC(C)O.CC(C)O.CC(C)O.CC(C)O.CC(C)O.CC(C)O.CO.CO"
N -2.923461 -0.371704 2.812570 -1.76 -3.78 0.46
C -2.408302 0.655294 3.417438 -4.50 0.25 8.48
N -1.738799 1.347325 2.565548 4.97 5.53 -1.66
O -2.774796 0.947717 4.762571 2.41 -1.12 -7.08
H -3.431951 -1.013325 3.414960 0.05 0.14 -0.34
H -2.730951 -0.729504 1.870313 0.19 0.84 0.65
H -1.346762 2.311625 2.818445 -0.82 -1.85 -0.11
H -1.042648 0.805130 2.054619 -0.53 0.28 0.10
C 2.036418 4.344119 -3.208637 -0.07 2.85 0.27
C 1.126526 4.624183 -1.993522 -1.10 -5.56 -5.17
C 1.024670 3.401636 -1.187620 -3.10 -1.68 1.78
O 1.625264 5.481216 -1.248454 4.09 6.77 6.60
H 1.516989 3.890125 -3.973135 -1.17 -1.16 -1.84
H 2.927748 3.825525 -3.037792 1.22 -1.12 0.85
H 2.402227 5.327278 -3.593447 -0.46 -0.44 0.06
H 0.195197 4.988103 -2.366629 -1.44 -0.41 -0.63
H 1.949103 3.024996 -0.781533 0.61 0.16 -0.11
H 0.570752 2.636976 -1.822644 0.08 -0.32 0.28
H 0.307008 3.540016 -0.263252 1.31 -0.17 -1.78
H 1.604560 6.341395 -1.629717 0.19 1.12 -0.32
C 0.395233 3.030450 4.584408 1.87 -0.10 0.69
C 0.521316 3.952143 3.399782 6.74 0.73 3.51
C 1.721412 3.706158 2.484340 0.67 -2.50 2.32
O -0.536471 3.960874 2.745152 -9.12 0.53 -5.67
H 1.228170 3.177622 5.254093 0.68 0.39 0.19
H 0.609357 2.043154 4.244849 -0.52 -1.20 -0.22
H -0.429399 3.073145 5.282757 -0.82 0.16 -0.72
H 0.710289 4.931242 3.702098 0.45 2.06 1.62
H 2.581845 3.923678 3.151766 0.06 -0.47 -0.81
H 1.790671 4.270868 1.580621 -0.34 0.51 -0.47
H 1.611879 2.604018 2.290327 0.84 0.91 -0.33
H -0.654455 4.813162 2.290409 -0.27 -0.79 0.00
C -2.051077 1.683697 -1.668219 0.01 0.09 0.61
C -2.588635 2.576849 -0.549536 3.99 5.39 -4.75
C -3.597988 3.535551 -1.082656 -1.02 -0.93 -0.86
O -3.160871 2.078748 0.434763 -2.68 -5.23 7.51
H -1.260649 0.984481 -1.381801 -0.39 -0.22 0.53
H -1.540533 2.291149 -2.421264 -0.81 -0.01 -0.36
H -2.981346 1.181052 -1.914306 0.39 -0.47 -1.13
H -1.745944 3.251735 -0.210995 -0.05 -0.30 -0.30
H -3.907631 4.320322 -0.494152 -0.15 1.49 2.65
H -4.574676 3.138626 -1.339396 0.12 -0.84 -0.58
H -3.181728 4.075634 -1.828916 1.05 1.39 -3.35
H -2.515896 1.814330 1.149264 -1.12 -0.11 -0.43
C 0.820367 0.504393 0.629595 1.80 0.42 -0.78
C 0.314535 -0.826344 1.007973 6.96 0.41 4.58
C 0.424981 -1.071780 2.521556 -0.72 -0.36 0.98
O -0.839288 -1.133644 0.602668 -7.09 -1.08 -2.40
H 1.125589 0.574545 -0.419452 0.04 -0.18 0.00
H 1.667011 0.775825 1.244978 0.43 -0.07 -0.01
H 0.142135 1.273835 0.754955 -1.68 1.67 0.28
H 1.050196 -1.505146 0.635305 0.78 -0.80 -0.61
H 0.205401 -0.231857 3.153533 0.21 0.91 0.17
H 1.384006 -1.453871 2.851783 0.29 -0.03 -0.21
H -0.348588 -1.759649 2.897242 0.31 -0.27 -0.59
H -0.664532 -1.348962 -0.304536 -1.13 -0.60 -0.99
C -2.813047 -3.534016 2.219338 0.64 -0.64 -0.76
C -4.173252 -3.678789 2.919403 5.38 -9.41 -1.06
C -3.979488 -4.477511 4.201550 -0.33 -0.87 1.49
O -4.670416 -2.589957 3.160826 -4.98 9.99 2.11
H -2.791537 -2.889239 1.314138 -0.27 -0.55 0.48
H -2.319207 -4.491416 2.000291 -0.48 0.06 -0.30
H -2.114694 -3.103533 2.925735 0.02 0.48 0.36
H -4.900460 -4.307797 2.416093 0.27 -0.40 -1.19
H -4.082645 -3.943268 5.189524 -0.50 -0.09 -1.29
H -3.012036 -4.928115 4.326332 0.59 -0.40 -0.42
H -4.716207 -5.288342 4.084075 0.31 0.07 1.01
H -5.285685 -2.441374 2.460497 -0.81 1.31 -0.38
C 3.534445 0.820278 -3.016555 -1.21 -0.03 1.05
C 4.350920 -0.186510 -3.810758 -6.89 -1.53 2.83
C 3.352093 -1.245051 -4.237601 1.05 -0.97 0.18
O 4.877219 0.288586 -4.865630 4.07 3.35 -4.93
H 2.738809 0.360961 -2.408231 0.14 -0.30 -0.28
H 3.003793 1.485666 -3.669075 -0.08 0.51 -0.51
H 4.044349 1.367791 -2.251574 0.90 0.72 0.14
H 5.042583 -0.532282 -3.164599 2.47 -2.00 2.28
H 2.464269 -0.841013 -4.704788 -0.27 0.39 0.18
H 3.139191 -1.714324 -3.274894 -0.53 -0.79 -0.58
H 3.816299 -1.893670 -5.009861 -0.22 -0.07 0.79
H 5.620090 0.747633 -4.465810 0.68 0.79 -1.32
C 4.272957 -0.417427 0.329439 -1.16 1.82 -0.54
C 4.237016 -1.720082 -0.362379 5.76 2.30 -0.98
C 5.375362 -2.531131 0.113124 2.17 -0.96 0.15
O 3.198218 -2.402076 -0.165760 -8.97 -4.89 1.52
H 4.033479 -0.469206 1.366148 -0.12 -0.22 0.93
H 3.578414 0.295472 -0.139418 -0.10 -0.26 0.24
H 5.224667 0.056462 0.200351 0.78 0.04 0.07
H 4.255519 -1.498159 -1.404263 1.10 0.34 -1.35
H 5.401309 -3.562211 -0.234038 -0.50 -0.23 -0.14
H 5.542360 -2.557511 1.189387 -0.65 0.11 0.20
H 6.285601 -2.151517 -0.252515 1.45 0.72 -0.59
H 3.157880 -3.252706 -0.660006 0.34 1.12 0.50
C -4.163367 -1.267517 -3.614458 -1.02 -1.22 1.05
C -3.244630 -1.656935 -2.487424 -2.65 9.55 1.93
C -3.931918 -1.385931 -1.107902 -1.20 0.73 -0.63
O -2.831879 -2.789864 -2.515989 4.12 -14.39 -0.17
H -4.335161 -0.265456 -3.385765 -1.08 1.84 -0.07
H -5.101706 -1.868692 -3.739348 0.66 0.50 0.78
H -3.734460 -1.305623 -4.553226 1.39 -0.15 -1.93
H -2.269596 -1.180336 -2.538604 -0.26 3.06 -0.19
H -3.257036 -1.610507 -0.236633 -0.95 -0.51 -0.89
H -4.992512 -1.855075 -1.203763 1.96 0.25 0.88
H -4.117238 -0.324489 -0.997251 -0.21 0.38 0.09
H -2.072962 -2.911886 -1.891691 -0.96 -0.18 -0.95
C 0.564812 -4.244594 1.065027 0.18 1.10 1.86
O 0.991094 -5.108100 0.055191 -0.39 -0.71 -1.48
H 1.486029 -3.677188 1.264156 -0.59 0.39 0.88
H 0.276471 -4.846838 2.017311 0.03 1.27 -1.58
H -0.172729 -3.456187 0.707573 0.46 -1.57 0.60
H 1.932619 -5.161533 0.185021 0.34 -0.51 -0.19
C 0.430211 -1.633057 -2.322658 2.93 3.77 -1.49
O -0.165617 -2.542315 -1.524686 -0.72 -1.63 0.77
H 0.611827 -2.014829 -3.308248 -0.06 -0.19 -0.76
H 1.453697 -1.312368 -1.937201 -0.96 -0.59 -0.14
H -0.058875 -0.643458 -2.446787 -0.51 -0.86 0.33
H 0.401283 -3.305993 -1.690209 -0.54 -0.70 0.87